Entry from the Open Molecules 2025 dataset: a cluster of 14 separate species, C44H88O32S6 in total in a non-equilibrium geometry (ωB97M-V with the def2-TZVPD basis set).

Its orbital gap (spin up / spin down) is 0.3048 / 0.0886 Ha. The spin multiplicity is 2. The highest occupied orbital energy (spin up / spin down) comes out at -10.59 / -10.59 eV. Its total charge is +1. Its total energy is -177562.9980 eV. The expectation value of S² is 0.754.

```
170
C44H88O32S6 ωB97M-V with the def2-TZVPD basis set
C 0.5331 -3.2443 9.7907
O -1.1800 -5.3726 15.1662
C 1.3725 2.5331 15.0672
C 1.8501 -4.1796 8.0413
H 10.2066 1.5352 13.4066
C 9.6100 -3.2984 13.9051
H 11.3585 1.0530 11.4400
H 2.2621 0.4529 9.0674
H 5.8104 5.8228 17.1054
O 4.2023 4.4162 13.5929
H 8.7124 -0.6118 17.0868
C 10.4016 0.5466 11.5666
C 7.8027 -0.0331 17.2469
C 7.9753 0.9507 18.3833
H 3.7637 -7.1253 10.4373
O 9.3823 1.0981 10.7530
H 10.6773 -0.4624 11.2599
C -0.2888 4.1521 15.4795
H 2.8185 -4.5272 7.6816
H 7.6325 -0.4095 9.8453
C 4.3196 -6.3427 10.9538
H 6.8980 -3.7804 15.0943
O 3.0645 0.0162 18.1850
O 3.7347 5.4644 17.1648
H -0.7959 -0.4340 13.1851
O 5.8494 -2.8520 10.2714
S -0.0846 -4.3403 15.0503
O 4.2250 -2.1784 14.3248
H 1.7758 -2.4398 16.2418
C 2.1697 1.0913 9.9461
H 8.3007 -3.5169 16.9065
H 7.5098 -1.5233 19.3469
O -0.0448 1.6456 10.1718
H 1.4435 -2.4952 6.7175
H 1.1295 0.9041 11.7912
H 2.3188 -3.2249 20.8110
S 3.3884 -1.2688 13.1553
H 6.0128 -1.5251 15.0049
H 7.4884 0.5181 16.3606
H 8.3357 2.6416 11.6789
O 0.9808 -4.5640 14.1139
H 3.3446 2.7462 17.1851
H 7.1152 -5.5979 11.9345
H 7.3303 1.4358 11.1019
C 0.9226 0.7766 10.7286
O 7.1226 -1.8230 8.5553
O 4.5067 2.3501 12.2714
H -0.8273 1.2898 13.1332
H 4.3859 -5.4292 10.3628
C 8.3340 1.5652 11.5068
H 10.5161 -2.5538 15.8155
H 2.5500 -3.7373 10.0172
H 6.5053 -1.4165 11.5020
O -0.1842 3.8453 9.0798
H 8.8075 -1.7991 9.6454
O 3.5239 -0.1726 20.6891
H 3.0638 -5.1964 12.3026
C 6.6765 -0.9406 18.9543
O 0.5588 -4.0637 16.5105
C 7.7701 -1.4880 9.7685
H 5.2030 4.6882 15.7799
H -1.9402 0.2480 15.1498
C 5.0917 5.0634 16.7972
O 1.3395 0.9383 19.8628
C 9.5510 -2.7704 15.3574
H 3.3247 5.0835 19.1142
O 4.6275 4.5340 11.0835
H 1.0011 -2.4783 17.7536
C 8.8591 -3.8679 16.0386
C 6.7996 5.3127 11.6976
O 2.0235 2.4080 9.4318
H 7.8048 1.1725 13.5519
C -2.5130 0.4298 14.2404
H -0.8840 3.8490 14.6181
H 3.0000 -1.4948 22.2908
H 3.9261 2.7388 18.8735
H 7.6156 -5.3974 15.2772
H -4.3974 -0.2686 14.2807
C 1.6706 -4.1547 9.5269
H 5.5239 0.6615 14.8315
H 7.5645 5.1622 10.9359
C 6.9465 -2.1743 10.8545
C 1.1985 4.0474 15.0112
H 9.5631 -4.6504 16.3217
C -0.4305 -2.0407 16.0926
H 8.9027 0.7461 18.9184
H 3.6299 -6.7570 13.0244
H 4.9071 -1.6255 16.2968
H -3.7969 -1.1693 11.7246
O -2.3183 0.2615 11.9408
C 5.4451 5.7065 11.1056
H 4.5839 -1.7705 21.4975
H 5.7143 4.0671 18.6029
H 9.6598 -2.5628 13.1023
O -0.6628 -2.7888 14.8930
H 5.1937 -5.2072 13.9949
H 7.2061 6.0421 12.3982
H -1.2565 -2.1623 16.7933
C 9.8697 0.5978 12.9640
O 2.0043 -1.0495 13.6580
C -3.6040 -0.2496 12.2770
H 0.9933 -4.7127 7.6291
H 5.1888 -4.3534 12.5196
H 10.1650 -0.2638 13.5629
C 4.9649 -1.3456 15.2449
O 5.1626 -3.3592 7.7663
H 3.0474 1.0913 10.5925
C -1.4759 0.4141 13.1057
H 0.6349 -2.7809 10.7720
H 5.8801 3.1081 17.0309
O 6.7788 -0.9159 17.5863
C 8.3956 0.7252 12.7525
C 3.0644 4.6234 18.1610
C 3.5467 -1.4707 21.3481
H 3.7848 0.5010 15.5916
H 10.4785 -3.9194 13.6858
S 4.8395 3.7848 12.5040
S 0.6583 3.1587 10.0726
O 4.7059 -1.0475 8.8400
C 4.5894 0.1165 14.9648
H 5.8173 -1.4428 19.3989
O 4.3144 -0.0023 13.6175
H 2.4932 -2.0105 8.0833
C 7.8198 -4.3576 15.0218
S 2.3736 -0.0167 19.4902
H -3.3045 -1.5339 14.0619
H 1.8416 4.6200 15.6795
H 5.0120 6.5803 11.5926
H 7.1579 0.7551 20.3497
O -0.4059 3.1906 16.5710
O 5.6684 -6.7551 11.1337
H 7.4538 -2.9467 11.4325
C 3.8734 -5.9235 12.3655
H 8.0052 -0.2816 12.6041
O 0.6183 -2.3640 8.6731
C 5.2638 3.7469 17.6635
H 6.5703 -6.9945 12.9696
C 5.1347 -5.3664 12.9182
C 0.4964 2.0961 16.2389
H -2.8688 1.4598 14.2658
H 0.0142 1.1747 15.9123
H 3.4111 -2.6609 19.5269
H 1.9899 4.4712 18.0591
C 3.8645 3.3191 17.9529
C 6.8880 0.5844 19.3076
H 2.4397 2.3237 15.1399
C 6.2775 -6.2052 12.2773
H 7.8871 1.9838 18.0469
H -0.3203 -3.9213 9.7496
H 8.9128 -1.8872 15.3281
C 2.7800 -2.3471 20.3584
H 5.4857 5.9057 10.0347
H 1.5230 -5.1743 9.8830
H 5.9396 1.0618 19.0611
O 6.4353 4.1598 12.4416
H -0.2118 -1.0160 15.7923
H -4.4232 0.4594 12.1569
H -0.5965 5.1496 15.7933
O 1.7361 -1.5329 19.7896
C 1.6663 -2.6494 7.7733
C 0.8199 -2.6930 16.7004
H 0.4789 -0.2111 10.6043
O 3.6153 -1.7589 11.8025
C -3.4979 -0.5179 13.7177
S 5.5236 -2.2765 8.7274
O 8.4271 -4.0682 13.7716
H 1.1149 2.1558 14.0775
H 1.0844 4.5780 14.0659
H 1.1224 1.8657 17.1010
O 0.8675 3.7330 11.4112
```

---

Entry from the Open Molecules 2025 dataset: a cluster of 11 separate species, C44H88O33 in total in a non-equilibrium geometry (ωB97M-V with the def2-TZVPD basis set).

The value obtained for the energy relative to the best compared isomer or geometry (same formula, charge and spin) is 60.8 kJ/mol. Its orbital gap is 0.4081 Ha. The spin multiplicity is 1. The SMILES is CCOC(=O)OC.CCOC(=O)OC.CCOC(=O)OC.CCOC(=O)OC.CCOC(=O)OC.CCOC(=O)OC.CCOC(=O)OC.CCOC(=O)OC.CCOC(=O)OC.CCOC(=O)OC.CCOC(=O)OC. The highest occupied orbital energy comes out at -10.68 eV. Its total energy is -114624.1291 eV.

```
165
C44H88O33 ωB97M-V with the def2-TZVPD basis set
H -6.7666 -1.7136 -2.1609
H -0.7684 1.3353 4.6076
H 0.6036 -5.3865 2.5188
C -7.1354 2.6016 1.1366
H 2.0249 2.7709 -0.7889
O 3.3195 4.5744 -2.3335
H -2.7486 5.5305 -0.7129
H -0.0031 7.1958 -5.5371
O -0.8266 7.2240 -1.8592
H 5.2899 -1.1964 -3.9728
H -0.5994 6.6137 0.0664
H 6.3682 -0.1131 -3.1869
H 6.3890 -3.6950 -1.6324
H 5.5671 -0.0903 2.7341
C -8.2332 0.5871 1.6379
H -1.3355 0.3666 -3.1409
C 2.6038 3.3110 -0.0499
C -2.6003 -2.0239 -2.0314
C -0.6668 6.1632 -0.9187
H -1.9167 4.7495 -1.9838
H 7.4504 -4.1792 4.5870
H -2.0715 2.0213 0.5312
C -9.5280 0.8826 2.3560
H 4.6401 -3.7314 -2.1423
H -3.2521 -3.3702 1.7089
C -10.6295 -0.4094 -4.9179
H -0.2805 3.4597 5.4696
H 7.5945 -0.7900 -5.0754
H 0.8758 -3.9730 1.4262
O -7.2329 1.5657 1.9540
H 2.1954 3.0542 0.9261
C 4.0332 2.7761 0.0444
C -5.9958 4.6421 0.9595
O 5.5098 -3.5225 4.3690
O 6.8057 -2.1785 3.1080
H 3.5349 0.5568 4.1115
H 6.6562 -4.8937 3.2551
C 6.4736 -4.5570 4.2749
C -3.1893 -4.1123 0.9113
C 6.6805 -0.2300 -5.2974
H 4.5861 3.2742 0.8395
H 4.9152 -2.2190 -0.2301
O -0.3061 8.1722 -3.7124
H -12.0301 -1.7221 -3.8701
C -1.6247 2.0057 4.7055
H -10.0756 1.7020 1.8828
H -1.9630 3.9473 5.6000
C 3.0136 5.2069 -1.3545
C -3.4895 -3.5343 -0.4584
H -10.1232 -0.3867 -5.8827
H 2.4660 7.5605 -3.0292
C -0.2637 0.2060 0.5045
H -3.6804 -4.3688 -1.1382
C 4.9119 -3.2994 -0.0692
H -6.5844 5.3857 1.4961
C 3.1135 -6.2368 1.8681
H -1.3656 3.7147 10.9348
H 6.1943 -0.6773 -6.1631
C -1.7642 5.1232 -0.9712
H 2.1696 -0.2004 0.7790
H -5.9603 -0.1601 -1.9215
O 4.3190 -6.1178 2.4022
O 2.5889 -7.2290 1.4450
H 4.5815 2.8842 -0.8933
H -1.5366 4.3017 -0.2920
H -4.4106 -2.9533 -0.3604
H 1.5719 1.0985 -2.2866
C -1.3860 -0.6707 -3.4986
C -8.5190 -0.5255 -3.9071
C 5.0888 -7.3097 2.6096
H 5.2652 -7.3861 3.6852
H -3.7115 0.7375 -0.7536
H -7.8040 -0.3374 2.0283
O -8.0955 -1.2580 -4.7620
O -9.7366 0.0015 -3.8801
H 0.2724 5.6515 -1.1421
H -11.7416 -2.0878 -5.5577
C 3.3448 7.2137 -2.4792
O 0.2567 1.2941 0.4600
H 1.9276 -0.7731 -0.9093
H -4.5386 1.3974 0.7617
C 5.7693 -0.2230 -4.0993
H -0.5701 -0.8362 -4.1940
C 6.0855 -6.0956 -1.9822
H 7.0714 -6.5741 2.1645
O 6.9347 -5.6640 -2.7253
O 2.9612 1.7560 -3.7251
C -1.2890 3.0942 5.6843
O -0.4358 4.4681 7.8250
H -10.2089 0.0316 2.2578
H 4.4519 -8.1709 2.4013
H 7.1050 0.7381 -5.5715
H 6.0751 -7.0142 0.7700
O 4.6082 -1.7928 3.4784
H 6.8317 -8.2678 1.7291
H 6.1064 -5.3853 4.8671
C -3.7761 0.7513 0.3347
O -6.1553 3.3872 1.5973
C 6.3153 -8.3055 -2.7374
H -2.5200 1.4578 4.9950
H -0.0748 2.5333 10.8328
O 3.0142 6.5365 -1.2842
O -7.8600 -0.0826 -2.8358
C 5.3656 -3.9316 -1.3528
H 5.9593 -9.2779 -2.4154
H -0.2142 9.0073 -5.5441
H -2.2309 -4.6274 0.9836
H -11.4137 0.3454 -4.9564
H -4.9456 4.9197 0.9554
C 5.7467 -2.4555 3.6086
O 5.7739 -7.3753 -1.8023
O -2.4229 -2.7246 -0.9194
O -1.4031 -1.5943 -2.4363
C -2.4292 1.0891 0.9668
C 3.4651 0.2681 3.0612
C -6.6131 -0.7188 -2.5846
C 1.1393 -5.0044 1.6488
H -2.3121 -0.6203 -4.0768
O 3.6031 -0.0903 -2.5784
O -1.2628 2.5422 6.9989
H 3.9870 6.5996 -3.1026
H 1.2907 8.2935 -4.9999
O 2.5799 4.7250 -0.2051
C 3.7682 0.7455 -3.4326
C -11.2540 -1.7621 -4.6308
H 0.1668 4.1335 10.0619
H 0.9908 1.3983 -3.9806
H -4.0311 -0.2759 0.6179
C 6.3490 -7.2934 1.7871
C 4.6172 -0.6247 2.6707
C -0.5516 3.3604 10.3068
H -10.5171 -2.5318 -4.4090
O 0.3166 -0.9671 0.3831
H -1.7554 2.4113 3.7026
H -9.4059 1.1033 3.4138
C 0.2106 8.1398 -5.0484
C 1.7250 -0.9607 0.1459
H -6.0629 -0.8626 -3.5138
H 0.8181 -5.6090 0.7991
O 2.5469 -5.0149 1.8721
H 5.9515 -8.0961 -3.7441
O -1.5373 0.0078 0.8096
H 1.3043 2.7089 -2.8921
H 3.9197 -3.6172 0.2478
O -0.3971 5.9096 -3.6391
O 4.8157 0.8227 -4.2280
H 2.1215 -1.9472 0.3690
H 3.4913 1.1601 2.4381
H -3.9613 -4.8527 1.1328
H -2.6018 1.2259 2.0342
H 7.4038 -8.2701 -2.7588
O -1.1277 2.7645 9.1364
H 3.9843 1.6995 0.2238
H 3.8428 8.1461 -2.2077
O -3.6459 -1.8992 -2.6079
H -8.3945 0.4511 0.5699
H 4.5288 -0.9160 1.6192
C -0.8940 3.3679 7.9720
O -7.8042 2.7998 0.1641
H 5.5810 -3.5320 0.7620
C -0.4857 6.9936 -3.1233
H 2.5022 -0.2284 2.9385
H -6.3302 4.6165 -0.0766
O 5.3291 -5.3764 -1.1712
C 1.6576 1.7188 -3.1776
```

---

Entry from the Open Molecules 2025 dataset: a structure of composition C44H90F2N4O4Si2 in a non-equilibrium geometry (ωB97M-V with the def2-TZVPD basis set).

Its orbital gap (spin up / spin down) is 0.2875 / 0.2875 Ha. The spin multiplicity is 3. The highest occupied orbital energy (spin up / spin down) comes out at -7.70 / -7.70 eV. Its total energy is -82430.6581 eV. The expectation value of S² is 2.008.

```
146
C44H90F2N4O4Si2 ωB97M-V with the def2-TZVPD basis set
H 5.2141 3.3417 -3.8886
H -1.5200 0.1359 5.0347
H -0.7101 4.2640 -5.2561
H -6.4538 7.0447 0.6717
C 0.3670 -0.0182 0.4925
O 2.5199 -3.7603 2.9304
H 0.4162 -1.6884 -3.2055
H -2.8867 6.2396 -4.9606
H 2.7924 4.1298 -5.3339
C 4.3274 2.9440 -4.3852
H 1.4392 2.9954 -3.6305
H 2.4939 -3.1481 -3.7694
H 2.5613 -0.4856 -2.3773
H -5.2243 -3.4863 4.5562
C 1.8091 0.4899 0.6317
C -3.2963 -0.7411 5.8546
H -4.0189 -3.1121 1.8669
H 4.5943 2.7501 -5.4258
F -2.6598 7.6911 -2.5621
C 0.8568 -2.4345 -2.5370
O -2.0017 3.4571 -3.9120
H -0.9929 -0.4922 -1.1297
H -0.0496 6.9057 -1.9081
H -5.9527 3.9603 -0.7694
C 1.3375 -5.9483 1.1596
C 0.7283 -5.5519 3.5413
H 3.4411 3.0141 1.6665
H 1.9167 5.8799 -2.7555
H -1.2390 -0.7376 6.5308
H -2.9582 3.3345 -3.8427
H -0.2060 -2.6545 -0.6735
H 5.8300 -3.8310 1.3079
H -2.8701 6.4370 0.6746
C 3.4911 -4.9362 0.3387
C 3.1649 -0.7403 -4.4199
C 1.8582 -5.9523 2.6026
C -1.3163 -1.9894 4.7941
H 5.3005 -6.3174 2.9567
H 5.3543 -3.7647 3.0108
H 1.2411 2.4726 1.2058
H 0.7540 -5.0357 1.0002
H -0.3730 3.9312 -2.2639
H -3.5726 -1.5030 6.5887
H 0.4792 -2.5528 3.6902
H -0.2913 -3.4075 6.0775
C -1.7489 4.3987 -4.9478
C 4.0096 1.5792 -3.7665
H 2.3914 -1.2602 -4.9898
C -1.9715 5.8529 -4.4964
H 4.9413 1.0034 -3.7732
H 0.2913 -4.5984 3.2583
C -1.7919 -0.7679 5.5888
H -4.9847 2.7990 -1.6428
C 2.1108 3.7964 -3.3139
C 1.2753 5.0439 -3.0477
H -1.5226 -4.1385 5.0705
C 3.0892 -1.2400 -2.9630
N -2.1927 -2.1941 3.5965
N 2.9626 -4.9492 2.7461
H -5.1544 -0.9833 4.7660
H 0.7954 4.5224 -1.0588
H -1.1683 6.4972 -4.8616
H -5.4049 5.5970 1.9663
H 3.6892 4.9787 -4.0846
H -3.8264 -3.4686 5.6046
H -6.8234 1.3072 1.1065
C -0.6375 6.0154 -1.6545
H 0.7609 -1.6671 5.1897
H 3.0647 1.0315 -5.6198
O -1.8312 -1.4652 2.6093
H -4.1975 1.7847 0.6031
C -3.5218 5.5731 0.8043
H 2.2472 0.1850 1.5849
C 3.2186 4.0253 -4.3335
C -4.1345 -3.4494 4.5636
H -1.4051 2.6533 -6.9912
N -5.5134 6.8553 0.3312
H 0.3665 -3.3926 -2.7153
H 0.1952 -0.8134 3.7537
H 3.6371 3.2543 -0.0586
C 2.9768 0.7723 -4.5614
H -0.3384 0.7881 0.7061
C 3.3420 2.5265 0.6978
C -5.0428 3.3663 -0.7078
C 4.9783 -3.7747 1.9870
C -2.6075 4.0843 -6.1755
H 0.6470 -6.7875 1.0437
H -3.6501 4.1177 -5.8374
N -2.3883 2.7753 -6.7759
H -0.0611 -6.3043 3.5022
C -4.9226 6.0292 1.0838
H 4.3063 -5.0329 -0.3826
H -3.9256 -0.0670 3.9109
H -3.7626 -4.3541 4.0807
C -1.2907 -3.2586 5.6693
H 1.9892 -5.8704 -0.8867
C 4.0800 -4.9824 1.7505
C -4.0826 -0.9351 4.5589
H 1.0810 -5.4752 4.5712
H 1.9633 1.0028 -4.2234
H -2.4746 4.8572 -6.9322
H -4.1455 -1.3514 1.8515
H 5.8357 -6.1340 1.2851
C -3.6744 -2.2001 3.8011
H 1.5224 -7.8992 3.5056
H 4.0605 1.7070 0.6509
H -2.6313 2.0468 -6.1163
H 3.1623 -7.3148 3.7112
C -4.3514 -2.2436 2.4372
H 2.4136 0.0360 -0.1594
C 2.3464 -2.5823 -2.8458
C -5.0867 2.3844 0.4185
H 3.0396 -3.9524 0.1746
F -2.2722 3.4416 -0.5295
H -3.1602 4.9894 1.6534
H 1.5527 2.2689 -0.5101
C 0.0745 -0.5602 -0.9118
C 1.9131 2.0023 0.4851
Si -2.1851 6.1607 -2.6699
C 4.9580 -6.2284 1.9250
H 4.4577 -2.8379 1.8050
H -5.4301 -2.3179 2.5804
H 4.4666 -7.1562 1.6484
H -6.5649 2.9963 1.8631
H 2.8009 -3.1723 -2.0445
H -1.9701 -3.2276 6.5210
H 1.4681 -2.1365 -0.4719
H 2.6374 -7.9707 2.1581
H 0.7802 5.3199 -3.9841
H 4.0838 -1.3404 -2.5277
H 0.1759 -0.8098 1.2181
H 2.8967 -7.0057 0.0807
C 2.3310 -7.3639 3.0090
C -6.2292 2.2105 1.1942
H 3.7248 1.6587 -2.7158
C 0.5690 -2.0019 -1.0801
C 2.4357 -6.0143 0.0991
H 0.5814 0.0783 -1.6447
C 0.2369 4.7790 -1.9591
Si -3.5152 4.4420 -0.6935
H 4.1386 -1.0061 -4.8398
H 2.5670 3.4885 -2.3725
H -0.8263 6.1080 -0.5834
O -3.4643 5.2589 -2.1145
C 0.1121 -1.7409 4.3161
H -3.5641 0.2187 6.3006
```